No. 1
ORCA calculation (ωB97M-V with the def2-TZVPD basis set) on a structure of composition C15H26N6O7Sr in a non-equilibrium geometry.

```
! RIJCOSX wB97M-V def2-TZVPD def2/J DEFGRID3
* xyz 0 1
Sr 0.057 -0.078 -1.978
O 2.460 -1.455 -2.121
O -1.874 -2.357 -0.226
O -2.775 1.023 1.029
O 1.195 3.222 -1.751
O 1.137 0.832 -4.133
O 0.037 -1.478 -3.817
O 2.895 0.880 6.057
N -1.994 1.522 -0.014
N 0.784 0.026 1.542
N -0.048 2.641 -1.433
N 1.503 -0.842 6.561
N -0.639 -2.377 -0.508
N 1.690 -2.055 -1.334
C -0.181 -3.436 -1.287
C 0.285 -0.875 2.402
C -2.404 3.603 1.322
C -2.369 0.346 -3.075
C 1.565 0.010 4.267
C -0.631 3.394 -0.513
C 1.660 0.931 2.017
C -0.117 4.740 -0.141
C -1.062 -4.569 -1.587
C 1.097 -3.216 -1.826
C 2.043 0.071 5.706
C 2.084 0.948 3.360
C 0.648 -0.931 3.766
C -1.735 2.796 0.243
C 1.659 -3.974 -2.959
H -0.439 -1.605 2.019
H 1.779 -0.787 7.533
H -1.642 4.127 1.926
H -0.552 -5.307 -2.199
H 1.483 -3.448 -3.912
H 2.734 -4.068 -2.808
H -2.884 0.083 0.816
H 1.231 -4.983 -2.986
H -2.541 1.441 -3.024
H -0.946 5.454 -0.009
H 0.433 4.643 0.815
H -1.365 -5.070 -0.661
H -0.429 -1.712 -4.629
H 0.553 1.328 -4.714
H 2.807 1.694 3.689
H -3.147 -0.281 -2.605
H -3.092 4.358 0.905
H -1.993 -4.269 -2.089
H -1.984 -0.021 -4.024
H 0.885 -0.183 -4.210
H -2.985 2.939 1.967
H 1.537 2.717 -2.524
H 2.045 1.668 1.300
H 0.591 5.111 -0.881
H 0.738 -1.459 6.342
H 0.216 -1.711 4.394
*
```

## Properties
gap between HOMO and LUMO (spin up / spin down): 6.54 / 5.36 eV
E_LUMO (spin up / spin down): -0.6 / -1.2 eV
largest force on an atom: 0.058 Eh/bohr

=====

No. 2
ORCA calculation (ωB97M-V with the def2-TZVPD basis set) on a cluster of 3 separate species, C15H26O11S3 in total.

```
! RIJCOSX wB97M-V def2-TZVPD def2/J DEFGRID3
* xyz 0 1
S -1.554 0.539 -1.780
S 1.892 5.258 -5.415
S 0.628 -6.623 5.622
O -0.237 0.784 5.030
O -0.784 1.702 -1.023
O 1.414 -7.807 5.642
O -2.223 -2.271 1.729
O 0.547 5.195 -5.898
O -2.959 0.648 -1.537
O -1.084 0.483 -3.133
O -0.902 -7.070 5.505
O 0.689 -5.666 6.688
O 2.119 5.375 -4.004
O 2.716 4.019 -5.961
C -0.674 -2.349 3.522
C -1.962 -1.940 2.866
C 0.878 -5.821 4.042
C -0.900 -0.801 -0.852
C -0.835 -0.214 4.699
C 1.249 2.064 -5.590
C -0.139 -1.494 4.392
C -0.079 -3.654 3.079
C 2.550 2.759 -5.254
C 2.757 6.522 -6.276
C -0.782 3.012 -1.648
C -2.865 -1.067 3.666
C -2.066 3.775 -1.412
C 0.872 -4.286 4.098
C -2.321 -0.230 4.543
H 1.140 1.958 -6.669
H 3.408 2.170 -5.570
H 0.812 -1.674 4.876
H -0.572 2.892 -2.711
H -2.896 0.471 5.133
H 1.240 1.074 -5.134
H 2.247 7.455 -6.046
H 2.645 2.950 -4.184
H 2.705 6.313 -7.341
H -1.949 4.791 -1.791
H -1.131 -0.639 0.196
H 0.426 -3.508 2.122
H -2.295 3.819 -0.347
H -0.908 -4.334 2.870
H 0.389 2.617 -5.216
H 0.615 -3.961 5.105
H 3.784 6.547 -5.925
H 1.823 -6.224 3.685
H 1.891 -3.943 3.923
H 0.064 3.523 -1.193
H -1.414 -6.583 6.165
H 0.171 -0.851 -1.024
H -2.908 3.309 -1.921
H 0.093 -6.199 3.390
H -1.395 -1.703 -1.204
H -3.928 -1.111 3.472
*
```

## Properties
gap between HOMO and LUMO: 8.97 eV
E_LUMO: -1.4 eV
largest force on an atom: 0.006 Eh/bohr
structure (SMILES): O=C1C=CC(=O)C(CCCS(=O)(=O)O)=C1.CCOS(C)(=O)=O.CCOS(C)(=O)=O

=====

No. 3
ORCA calculation (ωB97M-V with the def2-TZVPD basis set) on a structure of composition C15H27AsBr4MnO3Si3 in a non-equilibrium geometry.

```
! RIJCOSX wB97M-V def2-TZVPD def2/J DEFGRID3
* xyz 0 2
Br -6.979 3.065 -0.474
Br -3.792 3.276 0.555
Br -5.803 -2.185 -2.484
Br -7.992 0.304 -1.999
As 0.651 -0.237 0.354
Mn -1.637 -1.019 -0.239
Si 1.226 0.692 -1.759
Si 1.228 1.267 2.085
Si 1.805 -2.301 0.565
O -1.681 -1.888 1.005
O -2.319 0.657 -0.111
O -3.057 -1.395 -1.308
C -3.603 0.675 -0.475
C 0.245 2.269 -1.918
C -5.324 -0.602 -1.589
C 0.620 -0.499 -3.062
C -4.468 1.736 -0.294
C 1.260 -3.402 -0.836
C -6.211 0.462 -1.386
C 0.739 0.482 3.700
C 3.050 1.008 -1.997
C -4.026 -0.492 -1.126
C 0.285 2.849 1.834
C 3.662 -2.106 0.520
C -5.786 1.624 -0.746
C 1.271 -3.061 2.180
C 3.072 1.537 1.987
H 3.634 0.613 2.127
H 0.488 3.526 2.668
H 3.656 0.119 -1.821
H 3.227 1.333 -3.026
H 3.364 2.226 2.784
H 1.728 -4.049 2.283
H 0.176 -3.520 -0.886
H 0.188 -3.181 2.208
H 0.944 1.177 4.519
H 0.569 3.364 0.916
H 1.191 -1.426 -3.108
H 3.372 1.983 1.038
H 0.546 3.030 -1.199
H -0.327 0.249 3.715
H -0.791 2.664 1.798
H 1.574 -2.469 3.044
H 4.123 -3.097 0.515
H 4.008 -1.574 -0.367
H 0.384 2.688 -2.918
H 0.729 -0.002 -4.031
H 1.292 -0.436 3.901
H 1.623 -3.077 -1.809
H -0.439 -0.755 -2.971
H -0.819 2.073 -1.770
H 4.037 -1.577 1.398
H 3.411 1.800 -1.338
H 1.675 -4.398 -0.651
*
```

## Properties
gap between HOMO and LUMO (spin up / spin down): 7.05 / 7.63 eV
E_LUMO (spin up / spin down): -0.8 / -0.2 eV
largest force on an atom: 0.023 Eh/bohr

=====

No. 4
ORCA calculation (ωB97M-V with the def2-TZVPD basis set) on a structure of composition C15H27CdN2OS3Si in a non-equilibrium geometry.

```
! RIJCOSX wB97M-V def2-TZVPD def2/J DEFGRID3
* xyz -1 1
Cd 0.515 -0.525 0.701
S 0.839 -2.821 -0.663
S 2.582 -1.822 1.510
S 0.736 -0.174 -1.900
Si -2.365 0.798 -1.058
O 0.952 -0.658 2.645
N -0.283 1.332 2.008
N -0.913 1.030 -0.146
C -1.518 3.818 2.202
C -0.236 2.029 3.153
C -0.972 1.835 0.972
C -3.934 1.181 -0.100
C 2.104 -3.988 -0.103
C 2.482 -0.173 -1.158
C 1.231 -2.874 -2.442
C 3.311 -3.142 0.371
C 0.538 1.474 4.310
C -2.309 1.875 -2.612
C 2.747 -0.242 0.407
C 0.863 -1.534 -3.112
C -1.583 3.108 1.028
C -2.463 -0.994 -1.637
C -0.840 3.277 3.288
H -0.770 3.818 4.223
H 2.880 0.790 -1.482
H -1.591 -1.276 -2.229
H -0.115 -1.607 -3.588
H -2.080 3.518 0.158
H 1.692 -4.576 0.716
H 3.078 -0.929 -1.669
H 2.126 0.545 0.918
H 3.784 0.064 0.556
H -3.194 1.717 -3.239
H -3.944 0.657 0.858
H 0.719 -3.715 -2.909
H 1.540 1.910 4.337
H 3.999 -3.758 0.955
H 2.305 -3.028 -2.557
H 0.027 1.704 5.253
H 3.869 -2.723 -0.475
H 0.634 0.389 4.190
H 1.585 -1.280 -3.889
H -1.986 4.794 2.273
H -2.519 -1.670 -0.780
H -3.354 -1.148 -2.254
H -1.424 1.635 -3.205
H -4.043 2.247 0.094
H -2.267 2.934 -2.345
H -4.811 0.858 -0.671
H 2.381 -4.680 -0.901
*
```

## Properties
gap between HOMO and LUMO: 4.42 eV
E_LUMO: 2.5 eV
largest force on an atom: 0.098 Eh/bohr

=====

No. 5
ORCA calculation (ωB97M-V with the def2-TZVPD basis set) on a cluster of 5 separate species, C15H27Cl12N2O4PS in total in a non-equilibrium geometry.

```
! RIJCOSX wB97M-V def2-TZVPD def2/J DEFGRID3
* xyz 0 1
Cl 5.866 -5.808 6.599
Cl 7.880 -4.105 5.380
Cl 3.534 -1.539 5.996
Cl -6.260 3.707 5.688
Cl -1.747 -3.800 -3.839
Cl -5.068 4.811 3.278
Cl 3.242 0.974 4.568
Cl -1.783 -4.419 -0.999
Cl -0.806 -6.385 -2.902
Cl 5.553 -4.925 3.849
Cl 3.904 -1.448 3.114
Cl -5.867 2.022 3.355
S -2.412 -0.137 0.684
P -2.043 1.763 -3.278
O 1.590 1.096 0.114
O -2.946 1.253 1.242
O -3.517 -1.008 0.419
O -1.400 -0.560 1.604
N 2.686 1.275 -1.939
N -1.729 0.732 -4.425
C 0.336 -1.216 -1.577
C -3.389 2.238 -0.970
C 6.163 -4.505 5.448
C 1.390 0.969 -2.579
C -2.665 1.092 -1.700
C -5.237 3.374 4.293
C 3.026 -0.773 4.485
C 2.959 2.742 -2.019
C -3.925 1.881 0.396
C -1.950 -5.069 -2.629
C -1.614 0.338 -0.853
C -1.170 -0.983 -1.522
C 3.878 0.467 0.085
C 1.120 -0.528 -2.699
C 2.607 0.959 -0.537
H 0.759 -1.025 -0.594
H 2.097 -1.013 -2.747
H 3.733 0.392 1.154
H -4.207 2.798 0.906
H 0.600 1.517 -2.059
H 4.665 1.206 -0.079
H -0.954 2.593 -2.949
H 1.973 -0.977 4.343
H -3.085 2.646 -3.632
H 1.442 1.384 -3.587
H -1.559 -1.796 -0.909
H 3.898 2.936 -2.530
H -4.814 1.254 0.345
H -4.254 3.102 4.652
H -3.421 0.354 -1.980
H 4.201 -0.475 -0.349
H 0.622 -0.759 -3.639
H 0.463 -2.288 -1.742
H -1.646 -1.108 -2.491
H -4.260 2.506 -1.571
H 5.628 -3.628 5.787
H -0.769 0.823 -4.732
H -2.950 -5.469 -2.729
H 2.145 3.260 -2.518
H -2.775 3.140 -0.929
H 3.038 3.182 -1.025
H -0.780 0.955 -0.525
*
```

## Properties
gap between HOMO and LUMO: 9.31 eV
E_LUMO: 0.4 eV
largest force on an atom: 0.026 Eh/bohr
structure (SMILES): CC(=O)N(C)CCCC[C@H]1[C@H]([PH2]=N)CCOS1(=O)=O.ClC(Cl)Cl.ClC(Cl)Cl.ClC(Cl)Cl.ClC(Cl)Cl

=====

No. 6
ORCA calculation (ωB97M-V with the def2-TZVPD basis set) on an isolated molecule of C15H27N2O2PS in a non-equilibrium geometry.

```
! RIJCOSX wB97M-V def2-TZVPD def2/J DEFGRID3
* xyz 0 1
S -4.105 -1.296 0.286
P -3.362 0.492 0.199
O -1.695 -1.323 2.503
O 0.694 -0.917 -4.791
N -0.171 -1.685 -0.540
N -2.788 1.470 3.733
C 1.310 -2.434 4.583
C -1.896 0.801 1.340
C -1.000 -0.451 1.612
C 1.827 2.222 -1.799
C 0.998 0.199 -3.966
C 2.461 0.780 -1.865
C 1.035 2.367 -0.463
C -0.458 1.914 -0.573
C -1.119 2.067 0.845
C -0.676 -1.262 0.367
C 0.377 -2.503 3.307
C -0.885 -1.638 3.641
C -0.282 -1.774 -4.182
C 2.382 0.083 -3.256
C -2.499 1.181 2.691
H 2.040 0.178 -1.037
H 0.667 -2.304 5.475
H -0.365 2.390 1.592
H 1.055 1.080 -4.648
H 0.973 -2.076 2.473
H 1.519 1.790 0.353
H -0.768 -2.327 -5.016
H 2.547 -1.006 -3.072
H 3.545 0.900 -1.636
H 1.229 2.505 -2.686
H -0.619 -0.733 4.237
H -4.368 1.395 0.661
H -0.586 0.918 -1.038
H 2.001 -1.574 4.488
H -1.501 -2.265 4.321
H 3.233 0.409 -3.885
H -3.050 0.938 -1.123
H 0.244 -2.524 -3.550
H -0.094 -0.097 2.149
H 1.018 3.431 -0.129
H 0.231 0.416 -3.193
H -1.065 -1.221 -3.627
H 2.658 2.961 -1.738
H 0.074 -3.542 3.073
H -1.873 2.882 0.759
H -0.942 2.642 -1.263
H 1.908 -3.363 4.615
*
```

## Properties
gap between HOMO and LUMO: 9.42 eV
E_LUMO: 0.4 eV
largest force on an atom: 0.105 Eh/bohr
structure (SMILES): CCCO[C@@H](C#N)[C@@](C#N)(CCCCCCCOC)[PH2]=S

=====

No. 7
ORCA calculation (ωB97M-V with the def2-TZVPD basis set) on a structure of composition C15H27N2O4P2Sm in a non-equilibrium geometry.

```
! RIJCOSX wB97M-V def2-TZVPD def2/J DEFGRID3
* xyz 2 6
Sm 0.382 0.966 -0.073
P 2.426 -0.939 0.499
P -2.430 0.767 -0.697
O -0.015 3.131 -0.899
O 1.963 1.844 -1.482
O 0.553 2.765 1.741
O -0.283 -1.457 3.276
N -0.032 -0.888 -1.580
N -0.124 0.583 2.204
C 0.021 1.832 2.587
C -1.199 -2.450 -2.986
C -2.519 -0.868 -1.547
C -1.189 -1.403 -2.054
C 1.191 -2.463 -2.937
C 2.059 -2.656 0.930
C 4.189 -0.780 0.876
C 0.009 -2.961 -3.437
C -0.341 0.647 4.563
C -0.276 -0.275 3.348
C -2.966 1.858 -2.067
C 2.375 -0.862 -1.331
C -0.093 2.061 4.030
C 1.139 -1.437 -1.993
C -3.938 0.699 0.320
H -2.338 1.693 -2.953
H -0.283 4.056 -1.047
H 4.294 -0.518 1.938
H 2.996 -3.206 1.081
H 2.290 2.173 -2.343
H 0.012 -3.767 -4.174
H -3.872 1.481 1.090
H 4.635 0.022 0.277
H 0.800 2.502 4.489
H -4.843 0.865 -0.282
H 2.160 -2.825 -3.252
H 3.311 -1.349 -1.714
H -2.954 -1.574 -0.814
H -3.243 -0.791 -2.377
H 1.473 -3.138 0.140
H 0.398 0.325 5.314
H -0.960 2.690 4.258
H 0.165 2.734 0.876
H 2.417 0.370 -1.555
H -2.168 -2.824 -3.319
H 4.700 -1.730 0.680
H -4.003 -0.275 0.824
H -4.016 1.656 -2.324
H 0.860 2.945 -1.238
H -2.868 2.908 -1.756
H -1.332 0.532 5.037
H 1.465 -2.667 1.852
*
```

## Properties
gap between HOMO and LUMO (spin up / spin down): 7.99 / 8.54 eV
E_LUMO (spin up / spin down): -7.0 / -6.4 eV
largest force on an atom: 0.072 Eh/bohr

=====

No. 8
ORCA calculation (ωB97M-V with the def2-TZVPD basis set) on an isolated molecule of C15H27N3O4 in a non-equilibrium geometry.

```
! RIJCOSX wB97M-V def2-TZVPD def2/J DEFGRID3
* xyz 0 1
O 4.831 2.306 -2.499
O 0.204 0.288 2.347
O -3.028 -0.371 -0.339
O 3.636 0.078 -1.540
N 3.415 2.189 -2.196
N -1.413 3.046 -1.408
N -2.374 1.410 0.740
C 0.729 2.112 -1.276
C 1.042 -0.689 2.969
C 1.961 0.186 3.776
C 1.618 0.984 -0.971
C -3.400 0.621 0.290
C 5.260 1.781 -3.799
C -0.782 1.786 -0.987
C 2.868 1.050 -1.658
C 0.212 -1.682 3.650
C -0.040 0.081 0.967
C 3.251 -0.490 4.063
C -4.880 0.788 0.279
C -0.222 -2.861 2.747
C -0.887 1.434 0.534
C 1.258 0.030 0.003
H 1.007 3.026 -0.616
H -5.060 1.860 0.091
H 0.823 2.296 -2.321
H -0.768 -3.599 3.326
H 0.647 -3.150 2.205
H -0.777 -0.708 0.779
H 1.612 -1.256 2.228
H 6.129 2.364 -4.116
H 2.813 2.944 -2.488
H 3.174 -1.485 4.540
H 1.626 0.245 4.729
H -2.756 2.333 1.095
H -0.857 -2.519 1.937
H 3.850 0.160 4.690
H -1.710 2.922 -2.439
H 2.060 1.219 3.384
H 4.405 2.081 -4.510
H 5.358 0.653 -3.797
H -1.083 0.932 -1.603
H -0.749 -1.264 4.125
H 3.748 -0.768 3.172
H -0.579 2.387 1.167
H 0.783 -2.062 4.500
H -5.246 0.483 1.262
H 1.936 -0.816 0.114
H -2.195 3.355 -0.739
H -5.522 0.220 -0.476
*
```

## Properties
gap between HOMO and LUMO: 9.54 eV
E_LUMO: 0.4 eV
largest force on an atom: 0.123 Eh/bohr
structure (SMILES): CCC(CC)O[C@@H]1C=C(C(=O)NOC)C[C@H](N)[C@H]1NC(C)=O

=====

No. 9
ORCA calculation (ωB97M-V with the def2-TZVPD basis set) on a structure of composition C15H28Cl2NNaO2PS3Si.

```
! RIJCOSX wB97M-V def2-TZVPD def2/J DEFGRID3
* xyz -1 1
Cl 0.845 -1.170 0.170
Cl 2.155 0.602 2.140
S -2.518 -0.143 -3.086
S -2.922 -0.774 0.186
S 1.366 2.920 -1.259
P -3.573 0.149 -1.433
Si 2.034 5.567 0.630
Na -0.692 1.098 -1.514
O -3.563 1.757 -1.254
O -5.162 -0.055 -1.682
N -0.304 2.126 0.627
C 0.853 4.193 1.132
C 1.472 6.480 -0.918
C -6.382 -1.615 -0.276
C -4.436 2.604 -0.483
C 2.373 -0.562 0.822
C 3.813 4.970 0.476
C -0.682 3.200 2.724
C 0.578 3.084 0.279
C -0.908 2.188 1.811
C -5.095 -2.458 -2.278
C 2.023 6.856 2.018
C -4.816 2.044 0.876
C -5.881 -1.304 -1.678
C 0.204 4.211 2.358
C -5.655 2.975 -1.315
H 4.478 5.804 0.228
H 2.906 -0.060 0.024
H 2.685 7.685 1.751
H 0.385 5.029 3.050
H 1.461 5.808 -1.775
H -5.344 3.259 -2.321
H -5.412 2.791 1.407
H 0.463 6.880 -0.783
H -6.949 -0.771 0.121
H -5.540 -1.814 0.385
H -1.601 1.377 2.019
H -7.036 -2.490 -0.304
H -6.737 -1.093 -2.324
H 1.026 7.272 2.184
H -4.746 -2.210 -3.279
H -4.229 -2.698 -1.660
H -5.407 1.135 0.775
H 2.929 -1.402 1.218
H -6.339 2.130 -1.387
H -5.745 -3.334 -2.332
H -3.931 1.810 1.464
H -3.831 3.499 -0.327
H 4.155 4.535 1.420
H 2.140 7.321 -1.130
H 2.379 6.441 2.966
H -6.176 3.818 -0.857
H -1.187 3.205 3.681
H 3.893 4.209 -0.299
*
```

## Properties
gap between HOMO and LUMO: 6.67 eV
E_LUMO: 2.3 eV
largest force on an atom: 0.006 Eh/bohr